The following is a quantum chemistry calculation of a 2-piece molecular cluster, C9H13NO2 overall, from the Open Molecules 2025 dataset.

Computed properties:
Total energy: -15127.824 eV
E_LUMO: 0.25 eV
E_HOMO: -0.332 hartree
Molar mass: 167.21 Da
SMILES: Cc1ccc(O)cc1.CC(N)=O
ΔE to the lowest compared entry with this formula, charge and spin: 41.7 kcal/mol

```
! wB97M-V def2-TZVPD RIJCOSX def2/J DEFGRID3
* xyz 0 1
C 1.89673 3.34047 2.03898
C 1.71912 1.93276 1.56096
C 1.03005 1.08924 2.38883
C 0.98268 -0.27289 1.99160
C 1.77678 -0.63219 0.98511
O 1.84022 -1.99623 0.67023
C 2.20311 0.20581 -0.04571
C 2.28999 1.50744 0.33983
H 1.73005 3.93021 1.13144
H 2.92671 3.59253 2.29030
H 1.34691 3.74927 2.84693
H 0.72111 1.44271 3.36271
H 0.53677 -0.98314 2.67446
H 1.14014 -2.26704 0.03146
H 2.68101 -0.15303 -0.92022
H 2.86238 2.27381 -0.25109
C -2.76495 -1.36762 -3.58169
C -3.26802 -1.22962 -2.16307
N -2.35582 -1.44963 -1.07335
O -4.42141 -0.78878 -2.09875
H -3.30535 -0.54919 -4.18165
H -2.89033 -2.36464 -4.06921
H -1.66665 -1.19219 -3.61015
H -2.73464 -0.96804 -0.22749
H -1.40060 -1.52420 -1.22482
*
```

Here are the Mulliken charges for atoms 1 to 6, given in e:
1 C -1.440
2 C 0.793
3 C -0.502
4 C -0.423
5 C 0.195
6 O -0.559